[1]
Entry from OMol25: C19H26F6GeN3OOsPSe as an isolated structure at a distorted geometry (ωB97M-V/def2-TZVPD).

CARTESIAN COORDINATES (ANGSTROEM)
Os (0.139, -0.381, 0.306)
C (4.336, -0.531, 1.132)
C (2.864, -0.521, 1.187)
N (2.093, -0.413, 0.109)
N (2.631, -0.316, -1.111)
C (1.670, -0.188, -2.032)
O (0.437, -0.013, -1.658)
C (2.045, -0.240, -3.422)
C (3.418, -0.192, -3.801)
C (3.759, -0.209, -5.127)
C (2.752, -0.290, -6.102)
C (1.393, -0.401, -5.730)
C (1.037, -0.369, -4.409)
C (2.097, -0.666, 2.414)
C (2.668, -0.902, 3.653)
C (1.838, -1.134, 4.748)
C (0.464, -1.111, 4.571)
C (-0.055, -0.808, 3.318)
N (0.737, -0.592, 2.265)
H (4.688, -0.302, 0.132)
H (4.708, -1.523, 1.413)
H (4.755, 0.180, 1.847)
H (4.179, -0.115, -3.038)
H (4.796, -0.152, -5.427)
H (3.019, -0.261, -7.151)
H (0.641, -0.530, -6.497)
H (0.003, -0.470, -4.108)
H (3.743, -0.923, 3.758)
H (2.263, -1.335, 5.722)
H (-0.207, -1.320, 5.391)
H (-1.123, -0.740, 3.151)
F (-1.216, -2.381, 1.138)
P (-2.492, -2.144, 0.100)
F (-3.397, -1.862, 1.335)
F (-1.884, -0.235, 0.425)
F (-3.496, -1.492, -0.893)
F (-1.323, -2.037, -1.034)
F (-2.786, -3.628, -0.110)
C (-5.681, 3.773, 1.265)
Ge (-4.651, 4.929, 0.036)
C (-5.878, 5.738, -1.284)
C (-3.340, 6.116, 0.885)
C (-3.602, 3.482, -1.130)
Se (-2.142, 2.718, -0.257)
C (-0.773, 3.982, -0.787)
H (-6.313, 4.409, 1.884)
H (-4.997, 3.213, 1.902)
H (-6.314, 3.092, 0.700)
H (-6.575, 6.374, -0.740)
H (-6.424, 4.953, -1.802)
H (-5.301, 6.339, -1.983)
H (-3.890, 6.814, 1.517)
H (-2.788, 6.708, 0.155)
H (-2.644, 5.566, 1.519)
H (-3.309, 3.979, -2.054)
H (-4.361, 2.723, -1.315)
H (-1.060, 4.983, -0.471)
H (-0.650, 3.953, -1.869)
H (0.157, 3.696, -0.301)

HOMO (spin up / spin down) (eV): -17.168 / -17.218
Orbital gap (spin up / spin down) (Ha): 0.2551 / 0.1699
2S+1: 6
Net charge: +3

Mulliken atomic charge list, values in e, 5 entries:
1. Os 1.500
2. C -1.439
3. C 0.797
4. N 0.485
5. N -0.895

---

[2]
Entry from OMol25: the molecule C5H14N2O at a distorted geometry (ωB97M-V/def2-TZVPD).

CARTESIAN COORDINATES (ANGSTROEM)
C (-1.525, -1.238, 1.284)
C (-1.098, 0.218, 1.341)
O (-2.254, 1.026, 1.054)
C (0.017, 0.648, 0.320)
C (-0.619, 1.083, -0.999)
N (0.995, -0.406, 0.215)
C (2.180, -0.228, -0.561)
N (2.096, -0.647, -1.963)
H (-0.713, -1.958, 1.390)
H (-2.186, -1.408, 2.121)
H (-2.062, -1.418, 0.372)
H (-0.712, 0.540, 2.311)
H (-2.710, 1.217, 1.881)
H (0.447, 1.531, 0.796)
H (-1.448, 0.418, -1.220)
H (-0.028, 1.000, -1.899)
H (-1.077, 2.067, -0.982)
H (0.591, -1.327, 0.118)
H (2.473, 0.824, -0.517)
H (3.019, -0.798, -0.150)
H (2.878, -1.182, -2.307)
H (1.735, 0.038, -2.606)

HOMO (eV): -8.466
Orbital gap (Ha): 0.3442
SMILES: C[C@H](O)[C@H](C)NCN

Mulliken atomic charge list, values in e, 5 entries:
1. C -1.424
2. C 0.105
3. O -0.545
4. C 0.210
5. C -1.140